Below is a structure of composition C34H44BrFeN5SSi, with properties calculated with the ωB97M-V functional and the def2-TZVPD basis.

Properties
Largest force on an atom = 0.8 eV/Å
Expectation value of S² = 8.76
Charge = +1
Spin multiplicity = 6
Calculated total energy = -166562.8483 eV

XYZ file:
```
87
C34H44BrFeN5SSi the ωB97M-V functional and the def2-TZVPD basis
Fe -1.2690 -1.3717 0.5747
N -0.8984 -0.3854 4.8333
C -1.0863 -0.4866 3.5144
S -0.7850 -2.0428 2.7793
N -1.4863 0.6187 2.8992
N -1.6721 0.4272 1.5809
C -2.0727 1.4026 0.8535
C -2.2947 1.1520 -0.5727
C -2.7312 2.1499 -1.4290
C -2.9561 1.8378 -2.7605
C -2.7393 0.5417 -3.1974
C -2.2920 -0.3993 -2.2838
N -2.0743 -0.1039 -1.0073
H -0.5218 -1.1595 5.3494
H -1.0218 0.5076 5.2809
H -2.2674 2.3754 1.2968
H -2.8849 3.1507 -1.0481
H -3.2965 2.5989 -3.4499
H -2.9116 0.2571 -4.2250
H -2.0945 -1.4249 -2.5734
C 0.5313 -4.4054 -2.0110
C -0.5891 -5.2253 -2.0729
C -1.7073 -4.9223 -1.3210
C -1.7253 -3.7840 -0.5063
C -0.6124 -2.9125 -0.4800
C 0.5089 -3.2621 -1.2283
C -2.9290 -3.5372 0.3396
C -3.6562 -4.6432 0.8423
C -4.7312 -4.4239 1.6444
C -5.1316 -3.1020 1.9429
C -6.2573 -2.8150 2.7474
C -6.6116 -1.5226 3.0053
C -5.8578 -0.4667 2.4531
C -4.7639 -0.7179 1.6730
C -4.3642 -2.0454 1.4139
N -3.2579 -2.2862 0.6389
H 1.4165 -4.6530 -2.5826
H -0.5875 -6.1045 -2.7034
H -2.5775 -5.5635 -1.3845
H 1.3833 -2.6219 -1.2082
H -3.3207 -5.6451 0.6251
H -5.2878 -5.2540 2.0624
H -6.8352 -3.6394 3.1458
H -7.4730 -1.3039 3.6212
H -6.1515 0.5568 2.6452
H -4.2051 0.0938 1.2344
C 2.8066 3.4665 -2.4066
C 1.7858 2.5832 -1.6657
C 0.9845 1.7860 -2.7077
C 0.7870 3.5035 -0.9502
Si 2.6991 1.4774 -0.3968
Br 1.0980 -0.1486 0.1375
C 4.1269 0.4317 -1.1154
C 5.3939 1.3034 -1.2055
C 3.7727 -0.0583 -2.5277
C 4.4569 -0.8185 -0.2823
C 3.0404 2.3013 1.2932
C 3.8900 1.3793 2.1803
C 3.8190 3.6118 1.0697
C 1.7619 2.6233 2.0852
H 2.2708 4.1560 -3.0658
H 3.4820 2.8815 -3.0304
H 3.4106 4.0692 -1.7260
H 0.4527 2.4965 -3.3491
H 0.2403 1.1387 -2.2422
H 1.6106 1.1720 -3.3505
H 0.2428 4.0835 -1.7026
H 1.2741 4.2141 -0.2843
H 0.0566 2.9328 -0.3723
H 5.2406 2.2141 -1.7868
H 6.1841 0.7302 -1.6989
H 5.7669 1.5878 -0.2216
H 3.6683 0.7592 -3.2400
H 2.8529 -0.6477 -2.5376
H 4.5818 -0.6993 -2.8885
H 4.8916 -0.5807 0.6846
H 5.1929 -1.4120 -0.8321
H 3.5844 -1.4495 -0.1142
H 4.8900 1.2234 1.7787
H 3.4185 0.4064 2.3320
H 4.0062 1.8492 3.1611
H 4.7596 3.4545 0.5394
H 4.0619 4.0511 2.0415
H 3.2393 4.3513 0.5165
H 1.1513 1.7381 2.2663
H 1.1391 3.3743 1.6032
H 2.0565 3.0239 3.0598
```

Löwdin atomic charge list, values in e, 4 entries: 0.58 0.10 -0.81 0.69

***

Below is a structure of composition C34H44F4N3O3ReS at a distorted geometry, with properties calculated with the ωB97M-V functional and the def2-TZVPD basis.

Properties
Energy relative to the best compared isomer or geometry (same formula, charge and spin) = 44.1 kcal/mol
Largest force on an atom = 3.1 eV/Å
Expectation value of S² = 1.03
Charge = +1
Spin multiplicity = 2
Calculated total energy = -70411.9859 eV

XYZ file:
```
90
C34H44F4N3O3ReS the ωB97M-V functional and the def2-TZVPD basis
Re 0.7986 -0.1856 -0.7529
C 2.0070 -2.0843 -2.8809
N 1.2189 -0.8154 -2.7935
C 1.9013 0.2356 -3.6022
C -0.1344 -1.0528 -3.3114
C -0.9034 -1.9367 -2.3557
N -0.3651 -1.7648 -0.9911
C -0.5602 -2.8935 -0.1355
C 0.3537 -3.2465 0.8514
F 1.4024 -2.4713 1.0898
C 0.2562 -4.4056 1.5809
F 1.1964 -4.6558 2.4910
C -0.7898 -5.2743 1.3974
C -1.7297 -4.9283 0.4578
F -2.7937 -5.7023 0.2513
C -1.6285 -3.7709 -0.2804
F -2.6247 -3.4938 -1.1275
H 2.1362 -2.3362 -3.9361
H 2.9714 -1.9531 -2.4162
H 1.4768 -2.8905 -2.3801
H 1.8936 -0.0552 -4.6551
H 1.4015 1.1897 -3.4782
H 2.9296 0.3333 -3.2680
H -0.6057 -0.0870 -3.4395
H -0.0643 -1.5287 -4.2933
H -1.9520 -1.6670 -2.3991
H -0.8311 -2.9783 -2.6568
H -0.8785 -6.1856 1.9770
C -2.6952 0.1684 0.0542
C -2.1136 -0.1705 1.2949
C -0.7981 0.4548 1.3760
C -0.6504 1.1569 0.1343
C -1.8753 1.0194 -0.6476
C -2.2824 1.9394 -1.7824
C -3.1265 1.2352 -2.8546
C -3.1658 3.0113 -1.1048
C -1.0806 2.6434 -2.4267
C 0.0508 0.8977 2.5835
C -0.5750 2.2220 3.0821
C 1.4803 1.2077 2.1477
C 0.1685 -0.0787 3.7561
C -2.9522 -0.9541 2.3214
C -3.5033 0.0385 3.3740
C -2.1948 -2.1262 2.9959
C -4.1969 -1.5522 1.6385
H -3.6796 -0.1452 -0.2781
H -0.1588 2.1319 0.0996
H -3.8864 0.5761 -2.4184
H -2.5144 0.6437 -3.5420
H -3.6473 1.9892 -3.4547
H -4.0956 2.5722 -0.7281
H -3.4172 3.7886 -1.8372
H -2.6405 3.4851 -0.2661
H -0.2706 1.9431 -2.6610
H -0.6621 3.4200 -1.7764
H -1.3857 3.1268 -3.3593
H -0.5102 2.9947 2.3069
H -0.0267 2.5800 3.9645
H -1.6228 2.1024 3.3570
H 1.5362 2.0023 1.4022
H 1.9679 0.3038 1.7568
H 2.0544 1.5379 3.0180
H -0.7807 -0.3602 4.1986
H 0.7588 0.4084 4.5363
H 0.6983 -0.9924 3.4633
H -2.7323 0.4588 4.0165
H -4.2194 -0.4859 4.0157
H -4.0302 0.8676 2.8885
H -1.1238 -2.1071 2.8126
H -2.5763 -3.0802 2.6208
H -2.3461 -2.1206 4.0814
H -4.9107 -0.7826 1.3188
H -4.7135 -2.1924 2.3605
H -3.9356 -2.1655 0.7712
O 2.9391 -0.6753 -0.4938
C 3.2626 0.5592 -0.5410
N 2.2432 1.3847 -0.7551
S 2.7355 2.9359 -1.1261
O 2.6820 3.1428 -2.5401
O 2.1279 3.8777 -0.2455
C 4.4035 2.5884 -0.6504
C 5.4390 3.4910 -0.5297
C 6.6767 2.9791 -0.1526
C 6.8567 1.6204 0.0978
C 5.7952 0.7231 -0.0222
C 4.5709 1.2311 -0.3996
H 5.3034 4.5487 -0.7267
H 7.5140 3.6575 -0.0462
H 7.8341 1.2616 0.3985
H 5.9152 -0.3346 0.1786
```

Löwdin atomic charge list, values in e, 4 entries: 1.67 -0.03 -0.36 -0.05

***

Below is a structure of composition C34H44N6O3ReS4Si, with properties calculated with the ωB97M-V functional and the def2-TZVPD basis.

Properties
Energy relative to the best compared isomer or geometry (same formula, charge and spin) = 0.0 kcal/mol
Largest force on an atom = 0.6 eV/Å
Expectation value of S² = 0.78
Spin multiplicity = 2
Calculated total energy = -104412.3580 eV

XYZ file:
```
93
C34H44N6O3ReS4Si the ωB97M-V functional and the def2-TZVPD basis
Re 1.3389 0.9906 0.7179
S 3.6382 1.0148 1.2522
C 4.2997 -0.3316 0.3353
C 5.6780 -0.5339 0.2987
C 6.2240 -1.5748 -0.4365
C 7.6489 -1.7514 -0.4604
N 8.7911 -1.8740 -0.4766
C 5.3801 -2.4396 -1.1515
C 4.0077 -2.2427 -1.1089
C 3.4615 -1.1975 -0.3716
S 1.7058 -0.9976 -0.3433
C 5.9149 -3.5209 -1.9293
N 6.3181 -4.3947 -2.5573
H 6.3320 0.1332 0.8448
H 3.3563 -2.9095 -1.6598
N 1.0739 -0.2064 2.6470
N 0.0141 0.2336 3.4934
C -0.1450 1.5860 3.5038
N -1.1231 2.0459 4.2793
S 0.9013 2.6084 2.6621
H 0.8974 -1.1909 2.4494
H 1.9519 -0.1264 3.1597
H -0.8230 -0.3131 3.2676
H -1.6857 1.4194 4.8313
H -1.3894 3.0118 4.2052
N 1.4016 2.2331 -0.5773
C 1.4990 3.1031 -1.5069
C 2.0942 2.6773 -2.7947
C 1.6460 3.2024 -4.0059
C 2.1761 2.7406 -5.2004
C 3.1588 1.7600 -5.1945
C 3.6118 1.2373 -3.9901
C 3.0794 1.6892 -2.7950
C 1.0022 4.4762 -1.2790
C 1.6128 5.5716 -1.8878
C 1.1560 6.8542 -1.6292
C 0.0814 7.0513 -0.7732
C -0.5335 5.9622 -0.1690
C -0.0745 4.6796 -0.4151
H 0.8702 3.9573 -4.0111
H 1.8174 3.1434 -6.1386
H 3.5725 1.4036 -6.1289
H 4.3814 0.4761 -3.9817
H 3.4285 1.2904 -1.8511
H 2.4564 5.4174 -2.5482
H 1.6419 7.7017 -2.0947
H -0.2774 8.0535 -0.5779
H -1.3761 6.1142 0.4932
H -0.5517 3.8229 0.0459
C -5.6992 -1.1798 1.5320
C -4.4683 -0.2927 1.3972
C -4.7711 0.9054 0.5065
C -3.9917 0.1668 2.7737
O -3.4736 -1.1010 0.7567
Si -1.8370 -1.0837 0.7249
S -1.1335 0.8781 0.5925
O -1.2077 -1.6777 2.1552
C -1.1604 -3.0511 2.6178
C -2.4156 -3.8138 2.2150
C -1.0625 -2.9661 4.1349
C 0.0820 -3.7101 2.0336
O -1.3969 -2.1604 -0.4127
C -1.7831 -2.2912 -1.7980
C -1.8340 -0.9237 -2.4670
C -0.7178 -3.1625 -2.4473
C -3.1406 -2.9812 -1.8576
H -6.5285 -0.6232 1.9718
H -5.4825 -2.0416 2.1643
H -6.0042 -1.5426 0.5500
H -5.5593 1.5184 0.9479
H -5.1068 0.5629 -0.4735
H -3.8793 1.5182 0.3740
H -4.7839 0.7235 3.2777
H -3.1206 0.8180 2.6681
H -3.7251 -0.6933 3.3908
H -3.3073 -3.3117 2.5889
H -2.3805 -4.8193 2.6375
H -2.4943 -3.8953 1.1308
H -1.9525 -2.4870 4.5492
H -0.1834 -2.3913 4.4364
H -0.9759 -3.9631 4.5681
H 0.0644 -3.6493 0.9466
H 0.1310 -4.7576 2.3358
H 0.9903 -3.2173 2.3907
H -0.8794 -0.4079 -2.3521
H -2.6169 -0.3008 -2.0286
H -2.0447 -1.0408 -3.5316
H 0.2430 -2.6494 -2.4479
H -0.9955 -3.3960 -3.4764
H -0.6144 -4.0977 -1.8943
H -3.8890 -2.3980 -1.3227
H -3.0797 -3.9727 -1.4044
H -3.4566 -3.0976 -2.8958
```

Löwdin atomic charge list, values in e, 4 entries: 0.59 0.58 -0.66 -0.05

***

Question: Which formula does entry 2 have?
Answer: C34H44F4N3O3ReS